(1)
A 2-piece molecular cluster, CH6FN4 overall in a non-equilibrium geometry, computed with ωB97M-V with the def2-TZVPD basis set.

Properties
- E_tot (eV) = -9799.9195
- strongest force on any atom (eV/Å) = 3.41
- 2S+1 = 1
- frontier orbital gap (spin up / spin down) (eV) = 8.80 / 6.17
- HOMO energy (spin up / spin down) (Eh) = -0.5114 / -0.4600
- ΔE to the lowest compared entry with this formula, charge and spin (eV) = 2.772
- charge = +1

Last column: Mulliken charge in e.
Cartesian coordinates (Å):
C1 0.69608 -0.71754 -0.47646  -0.0077
N1 2.03737 0.66048 0.72883  -0.6177
N2 1.43720 0.35377 -0.39826  0.3275
N3 -1.17495 0.64247 0.25533  -0.3193
N4 -2.19121 -0.08736 0.07734  -0.0874
F1 0.54022 -1.54480 0.57579  -0.1894
H1 0.33628 -1.21187 -1.34375  0.4825
H2 2.51168 1.47944 0.58488  0.2360
H3 -0.97994 0.51585 1.23531  0.2979
H4 1.83754 0.80823 -1.20125  0.2868
H5 -2.51226 -0.12250 -0.87924  0.2787
H6 -2.53802 -0.77617 0.84148  0.3120


(2)
A 3-piece molecular cluster, CH6FN4O overall in a non-equilibrium geometry, computed with ωB97M-V with the def2-TZVPD basis set.

Properties
- E_tot (eV) = -11844.6489
- strongest force on any atom (eV/Å) = 6.53
- 2S+1 = 1
- frontier orbital gap (spin up / spin down) (eV) = 6.64 / 8.35
- HOMO energy (spin up / spin down) (Eh) = -0.4750 / -0.5069
- ΔE to the lowest compared entry with this formula, charge and spin (eV) = 4.985
- charge = +1

Last column: Mulliken charge in e.
Cartesian coordinates (Å):
C1 -1.12565 1.01520 -0.05953  0.7486
N1 -3.42760 0.38459 0.21281  -0.4909
N2 1.09000 -0.39818 -0.09539  -0.2835
N3 -2.15567 0.32519 0.01102  0.1884
N4 2.41491 -0.94776 0.10396  -0.2846
O1 -0.08304 1.48668 0.00707  -0.3069
F1 -1.49758 -1.50930 0.14528  -0.5596
H1 -4.01932 -0.12747 -0.51508  0.3067
H2 -3.65154 0.33231 1.10216  0.2254
H3 0.30883 -0.85362 0.30574  0.2871
H4 2.81358 -1.14112 1.03677  0.3701
H5 2.66427 -1.76311 -0.62604  0.4277
H6 3.02098 -0.16430 -0.17610  0.3714


Q: Number 2 is which compound?
A: CH6FN4O


Q: What is the formula in the first record?
A: CH6FN4


Q: What is the formula in the first record?
A: CH6FN4


Q: Among the records above, which one has the lowest ΔE to the lowest compared entry with this formula, charge and spin?
A: CH6FN4